Record 1
74
Properties=species:S:1:pos:R:3 method="wB97M-V/def2-TZVPD" charge=+1 lumo_ev="-4.410 / -3.364"
La -1.5939 -0.1162 -3.4143
C 1.2642 1.3622 1.0390
C 0.0037 1.1483 1.6505
C 1.1009 -0.8580 1.5915
C 1.9333 0.1104 0.9811
C -0.1014 -0.2215 1.9857
C 1.7802 2.6575 0.5532
H 1.0406 3.1606 -0.0827
H 2.7045 2.5405 -0.0186
H 1.9852 3.3306 1.3963
C 3.2419 -0.1762 0.3544
H 3.6826 0.7459 -0.0393
H 3.1374 -0.8909 -0.4798
H 3.9560 -0.6182 1.0685
C 1.4103 -2.2990 1.7196
H 2.4341 -2.4590 2.0848
H 1.3230 -2.8090 0.7485
H 0.7265 -2.7841 2.4272
C -1.3007 -0.8602 2.5730
H -1.4771 -0.4903 3.5908
H -1.2027 -1.9465 2.6107
H -2.1967 -0.6131 1.9750
C -1.0554 2.1532 1.8542
H -1.0784 2.4968 2.8912
H -2.0481 1.7409 1.6374
H -0.9217 3.0319 1.2099
C -2.5036 0.7306 -5.2095
C -2.2834 1.9702 -4.5298
C -3.4746 2.9468 -4.4096
C -4.8764 2.4574 -3.9827
C -4.8992 1.3471 -3.0038
C -4.7324 0.0137 -3.2568
C -4.7134 -0.5862 -4.6234
C -3.8081 0.1633 -5.6668
H -3.5761 3.3012 -5.4384
H -5.5402 2.2453 -4.8388
H -3.2162 3.8294 -3.8096
H -4.3119 1.0415 -6.0993
H -1.6147 0.1968 -5.6789
H -1.3849 2.4574 -4.8920
H -3.4971 -0.5599 -6.4419
H -4.4296 -1.6489 -4.5086
H -5.0697 -0.6313 -2.4574
H -5.7215 -0.6394 -5.0721
H -5.3926 3.3180 -3.5185
H -5.2490 1.6432 -2.0147
P -1.2959 3.0774 -1.1492
C -0.1001 2.7887 -2.5260
C -2.0590 4.6416 -1.7031
P -2.8598 0.2361 -0.1816
C -2.7121 1.8424 -1.2934
C -4.6467 0.3030 0.2317
C -2.9684 -1.4315 -1.1030
H -0.1886 1.8833 -3.2019
H 0.8910 2.7052 -2.0543
H -0.1116 3.7198 -3.1247
H -3.1537 4.5806 -1.7554
H -1.6545 4.9983 -2.6520
H -1.8067 5.3780 -0.9187
H -4.0226 -1.7020 -1.2576
H -2.5619 -2.1161 -0.3365
H -2.4692 -1.8231 -2.0216
H -2.8949 1.7022 -2.3800
H -3.5929 2.3476 -0.9255
H -4.7262 -0.2045 1.2057
H -5.2624 -0.2439 -0.4911
H -5.0274 1.3265 0.3425
Cl 0.3173 -4.6273 -4.9584
C 1.3367 -3.7259 -3.8490
Cl 2.8430 -3.1043 -4.5818
C 0.5390 -2.4914 -3.3538
O 0.4780 -2.3956 -2.0979
O -0.0286 -1.6586 -4.1727
H 1.5706 -4.3519 -2.9952

=====

Record 2
95
Properties=species:S:1:pos:R:3 method="wB97M-V/def2-TZVPD" charge=+1 s2=8.762 spin_multiplicity=6 lumo_ev="-3.645 / -5.830"
Fe -1.7185 -2.9197 -1.7206
C -4.5215 -4.8354 0.5189
C -3.5092 -4.2008 -0.4033
O -3.6809 -3.5988 -1.4792
O -2.2565 -4.2045 -0.1702
H -4.0826 -5.0632 1.4840
H -4.8047 -5.7671 0.0301
H -5.3110 -4.0874 0.5631
C 0.5353 -0.2599 0.3355
C -0.3401 -1.1213 -0.5303
O -1.3015 -1.7354 -0.0331
O -0.0762 -1.5951 -1.6862
H 0.2532 0.7911 0.2215
H 1.5887 -0.3707 0.0805
H 0.4225 -0.4653 1.3963
C -1.9489 5.0155 -0.2034
C -0.6502 5.9058 -0.3017
O 0.2681 5.1274 0.3864
C -0.2661 4.0098 0.9129
O 0.2906 3.2382 1.6248
O -1.4939 3.8326 0.4076
F -1.0098 7.0581 0.3569
H -2.3098 4.7191 -1.1917
H -2.7421 5.5561 0.3065
H -0.4301 6.1378 -1.3393
C 4.5464 2.2738 0.1410
C 3.9475 2.5043 1.5055
O 3.3127 1.2876 1.8639
C 3.5865 0.3907 0.9006
O 3.2292 -0.7549 0.9502
O 4.1689 0.9278 -0.1476
F 2.9238 3.4284 1.3959
H 5.6309 2.3934 0.1397
H 4.2060 3.0206 -0.5745
H 4.6157 2.9079 2.2629
C 2.0699 -2.0477 -3.6722
O 2.7944 -2.7526 -4.6867
C 4.1160 -2.5653 -4.8150
O 4.7197 -1.7106 -4.2140
O 4.5652 -3.4563 -5.6495
C 5.9367 -3.3862 -6.0809
H 2.6290 -1.1540 -3.3837
H 2.0982 -2.7666 -2.8583
H 1.1034 -1.6241 -3.9277
H 6.4995 -4.2601 -5.7616
H 6.4402 -2.4749 -5.7742
H 5.8603 -3.4524 -7.1644
C 1.8210 -2.7607 1.8768
O 0.7601 -2.6923 2.8231
C 1.1219 -2.6122 4.0964
O 2.1680 -2.1977 4.5081
O 0.1532 -3.1541 4.8392
C 0.4064 -3.4650 6.1933
H 2.2415 -1.8267 1.5108
H 1.5731 -3.5076 1.1293
H 2.7573 -3.1242 2.3161
H 1.0190 -4.3684 6.2609
H -0.4379 -3.6512 6.8511
H 1.0205 -2.6747 6.6302
C -0.1966 1.2373 3.8191
O -1.2885 0.6350 4.4965
C -1.2709 0.5640 5.8199
O -0.4333 1.0227 6.5542
O -2.3673 -0.0888 6.2020
C -2.7761 -0.0383 7.5691
H -0.5117 1.2199 2.7805
H 0.7371 0.6779 3.9123
H 0.0183 2.2655 4.1028
H -1.9139 -0.0838 8.2349
H -3.3494 -0.9531 7.6893
H -3.3285 0.8777 7.7665
C -3.7523 -1.0265 -4.9058
O -4.0582 -0.0098 -3.9350
C -3.5812 -0.2368 -2.7362
O -2.8846 -1.1952 -2.3720
O -3.7970 0.7704 -1.9592
C -3.5586 0.8493 -0.5595
H -4.1234 -1.9768 -4.5229
H -2.6846 -1.0694 -5.1144
H -4.2682 -0.8423 -5.8435
H -3.9555 1.8105 -0.2408
H -2.4872 0.9011 -0.3793
H -4.0832 0.0931 0.0196
C 1.5366 1.9114 -2.0113
O 0.9350 2.9213 -2.8498
C -0.3848 2.7787 -2.9060
O -1.0119 2.1246 -2.1151
O -0.8378 3.4574 -3.9469
C -2.2626 3.5959 -4.0707
H 2.2665 1.4658 -2.6848
H 0.9476 1.1095 -1.5715
H 2.0536 2.3725 -1.1723
H -2.6087 3.2869 -5.0489
H -2.4466 4.6389 -3.8053
H -2.7812 3.0723 -3.2662

=====

Record 3
92
Properties=species:S:1:pos:R:3 method="wB97M-V/def2-TZVPD" charge=+1 s2=8.817 spin_multiplicity=6 lumo_ev="-3.225 / -3.867"
Os 0.3184 -0.3656 -0.5238
C -1.7026 -0.7439 3.8756
As -1.1013 0.1279 2.2249
C -2.4564 1.5363 2.2837
C 0.3508 1.2646 2.9280
C 1.7087 0.6773 3.3950
C 1.5229 -0.7138 4.0085
C 2.7285 0.5970 2.2514
As 2.4131 -0.5626 0.7214
C 2.9927 -2.3123 1.3022
C 3.9660 -0.0391 -0.3078
C 2.2348 1.6683 4.4578
As 4.0351 1.6901 5.3022
C 4.6603 -0.1698 5.2799
C 5.1287 2.3587 3.8130
H -1.4377 -0.1156 4.7259
H -1.2775 -1.7353 4.0116
H -2.7891 -0.8214 3.8317
H -2.5776 1.8832 3.3099
H -3.4095 1.1497 1.9217
H -2.1596 2.3654 1.6457
H -0.1172 1.7872 3.7660
H 0.5284 2.0145 2.1496
H 1.0274 -1.3885 3.3049
H 0.9191 -0.6660 4.9155
H 2.4829 -1.1550 4.2706
H 3.6856 0.2645 2.6522
H 2.8870 1.5914 1.8230
H 3.9105 -2.2114 1.8803
H 3.1916 -2.9024 0.4082
H 2.2320 -2.8168 1.8929
H 4.8651 -0.1684 0.2945
H 3.8693 1.0025 -0.6106
H 4.0230 -0.6535 -1.2035
H 1.5461 1.6375 5.3068
H 2.1600 2.6855 4.0567
H 4.0444 -0.7842 5.9349
H 5.6705 -0.1582 5.6891
H 4.7003 -0.6163 4.2866
H 4.6436 3.2275 3.3674
H 5.3191 1.6152 3.0404
H 6.0853 2.6843 4.2195
O -1.1533 1.2968 -0.4975
N -1.1035 2.4200 -1.2209
C -0.0020 3.1825 -1.2353
C 0.0436 4.3203 -2.0086
C -1.0711 4.6939 -2.7413
C -2.2137 3.9145 -2.6669
C -2.2044 2.7701 -1.9022
H 0.8199 2.8238 -0.6365
H 0.9536 4.9014 -2.0283
H -1.0501 5.5790 -3.3611
H -3.1130 4.1717 -3.2062
H -3.0369 2.0896 -1.8097
F 1.3309 0.2820 -5.8954
C 2.0445 0.3694 -4.7898
F 3.1218 -0.4001 -4.9024
F 2.4370 1.6245 -4.6018
S 1.0828 -0.2206 -3.2969
O 1.9862 -1.1630 -2.6314
O 0.9070 0.9848 -2.4558
N -0.2039 -0.8564 -3.8193
S -2.0258 0.7555 -4.7261
O -1.8964 -0.1066 -6.1534
O -1.0165 1.8067 -4.7527
C -3.5301 1.6944 -5.3580
F -3.2057 2.8095 -5.9880
F -4.3225 0.9558 -6.1232
F -4.2350 2.0305 -4.2462
N 0.1355 -3.1928 -3.3530
C -0.6359 -2.0226 -3.0350
O -0.7787 -1.7603 -1.6731
C -2.1096 -2.2784 -3.6005
C -3.0462 -2.8439 -2.7878
N -3.6364 -2.9276 -1.6981
C -2.2097 -2.0162 -4.9204
N -2.0154 -1.5197 -6.0127
H 0.0279 -3.8863 -2.6226
H 1.1148 -2.9605 -3.4459
C -4.4525 -4.1051 -1.3373
Sb -3.0200 -1.4708 -0.0868
C -4.5779 -2.0441 1.3101
C -1.7794 -3.0126 0.7546
H -3.9937 -4.6177 -0.4939
H -4.5306 -4.7833 -2.1833
H -5.4428 -3.7630 -1.0483
H -5.1219 -2.9332 0.9970
H -5.2956 -1.2348 1.4436
H -4.1011 -2.2550 2.2671
H -1.9619 -3.0795 1.8258
H -0.7334 -2.7825 0.5715
H -2.0014 -3.9684 0.2802

=====

Energy relative to the best compared isomer or geometry (same formula, charge and spin): 0.000; 0.000; 4.650 (eV)